No. 1
Density functional theory data (wB97M-V/def2-TZVPD) for a gas-phase ion, C4H7N2S (charge +1) in a non-equilibrium geometry.

Geometry (Å):
H (0.33284, 0.41437, 2.01940)
C (0.86835, -1.73363, -0.21008)
H (-1.13632, -1.56468, -1.11111)
H (1.05947, -2.56151, -0.82755)
H (0.59620, -2.27586, 0.66979)
N (-0.99141, 1.32403, -1.07361)
S (-1.23243, 2.76821, -0.36612)
C (-0.03898, 0.93114, 1.11662)
H (-0.45972, 2.82058, 2.05106)
C (-0.53701, 2.17941, 1.24659)
C (-0.13695, -0.89749, -0.96111)
N (-0.37596, 0.41287, -0.44951)
H (1.74143, -1.17859, -0.12251)
H (0.31049, -0.63884, -1.98186)

Its net charge is +1. The value obtained for the gap between HOMO and LUMO (spin up / spin down) is 9.941 / 9.941 eV. As for the LUMO energy (spin up / spin down): -5.34 / -5.34 eV. The HOMO energy (spin up / spin down) is -15.3 / -15.3 eV. The energy relative to the best compared isomer or geometry (same formula, charge and spin) comes out at 78.0 kcal per mole.

---

No. 2
Density functional theory data (wB97M-V/def2-TZVPD) for a molecular structure, C7H20ClCoO5 in a non-equilibrium geometry.

Geometry (Å):
H (-1.53591, -1.63589, 2.92521)
C (1.24351, -1.80099, -3.06794)
H (0.94561, -3.00901, 1.74009)
H (-1.49407, 3.77674, -2.91866)
O (1.18100, -1.22954, 2.56118)
H (-3.24983, 4.32484, -0.94137)
C (-2.52987, 3.50750, -0.98272)
H (0.46982, -2.60446, 4.78078)
H (-0.63571, 2.85199, -1.74032)
C (-0.95161, -2.29861, 2.28686)
H (0.82195, -0.75377, 1.80863)
H (0.19460, -4.08658, 3.94996)
H (1.20620, -2.11490, -0.90332)
C (0.52946, -2.41456, 2.55345)
H (-1.54185, 2.51984, 0.33487)
O (1.98890, -0.31460, -1.36442)
H (-1.30353, -3.31558, 2.46014)
H (-1.16273, -2.08226, 1.23961)
O (0.90759, -0.76830, -4.04528)
C (1.04248, -1.34823, -1.66063)
Cl (0.64802, 1.62287, 0.79026)
H (0.09082, -0.86784, -1.43328)
O (-2.29065, 3.12053, 0.34371)
Co (2.08487, 3.45573, 1.65361)
C (0.77248, -3.16397, 3.89565)
H (2.29637, -1.98317, -3.28334)
H (0.73907, -2.74698, -3.26475)
O (-0.56698, 4.88431, -1.51978)
C (-1.28057, 3.72377, -1.85110)
H (-0.63770, 5.46276, -2.28267)
H (1.69381, -0.22294, -3.96750)
H (1.83222, -3.40858, 3.96784)
H (-3.15387, 2.74800, -1.45376)
H (1.64603, 0.17178, -0.61111)

Its net charge is +1. The value obtained for the gap between HOMO and LUMO (spin up / spin down) is 7.210 / 2.462 eV. The spin multiplicity is 4. As for the LUMO energy (spin up / spin down): -4.67 / -9.41 eV. The HOMO energy (spin up / spin down) is -11.9 / -11.9 eV. The energy relative to the best compared isomer or geometry (same formula, charge and spin) comes out at 18.9 kcal per mole.

---

No. 3
Density functional theory data (wB97M-V/def2-TZVPD) for C4F3IO in the gas phase in a non-equilibrium geometry.

Geometry (Å):
C (-0.29544, -1.26091, 0.48018)
F (0.79923, 2.40890, 0.28632)
C (0.02731, 1.37310, 0.11864)
O (0.00624, -1.87573, 1.49677)
C (0.51138, 0.09672, 0.04956)
F (-1.67062, -0.91797, -1.48974)
C (-0.71137, -1.51922, -0.88888)
I (2.53155, -0.16811, -0.34378)
F (-1.19828, 1.86321, 0.29092)

The value obtained for the gap between HOMO and LUMO (spin up / spin down) is 8.335 / 8.336 eV. As for the LUMO energy (spin up / spin down): -1.25 / -1.25 eV. The HOMO energy (spin up / spin down) is -9.6 / -9.6 eV. The energy relative to the best compared isomer or geometry (same formula, charge and spin) comes out at 31.5 kcal per mole.

---

No. 4
Density functional theory data (wB97M-V/def2-TZVPD) for 25 unconnected molecules or ions with the total composition C25H100O25 in a non-equilibrium geometry.

Geometry (Å):
H (3.82507, -3.41665, 1.62317)
H (-3.56025, -2.28600, -1.46183)
C (-3.54915, -1.36090, 6.11035)
C (-0.06988, 1.23044, -3.21622)
H (-3.15425, 0.70632, 2.87036)
H (2.42678, 3.49541, 1.21137)
C (0.10536, -3.10668, -3.28255)
H (0.67991, -2.08951, 4.71030)
H (-0.71930, 4.93144, 2.54895)
H (-4.17536, -0.46831, 5.92836)
H (1.17632, 3.96633, -6.42037)
H (4.74468, -4.46790, -1.89949)
H (-0.89476, 0.84871, -4.86409)
H (-1.23559, -0.17740, -7.69079)
H (-2.41204, 5.50333, -1.33737)
C (-3.71375, 3.71052, 2.62471)
O (0.90662, 2.81216, 0.31051)
H (-4.62626, -4.50454, 4.12188)
O (-0.33058, 2.83341, 2.51325)
H (5.24938, -0.97489, -3.84939)
H (-0.12786, 4.55514, -0.32173)
H (5.49148, -2.86232, 4.30704)
H (3.71441, -3.14009, -0.11797)
C (5.75006, -1.83580, 4.04593)
O (5.54564, -3.12957, 0.46778)
O (1.24356, 0.93883, 3.78628)
H (-0.66014, 3.28779, -4.66264)
H (-3.99144, 1.31478, -2.57735)
O (0.20995, 6.06060, -2.66946)
H (0.59258, 1.42324, 3.34626)
O (-3.94335, -3.74469, -0.24331)
H (-0.35008, -5.98699, 0.73622)
C (-3.02122, -1.21652, -3.01513)
C (-2.89731, 6.39845, -0.96149)
O (-3.26776, -0.19748, 2.56276)
C (-1.25109, -6.30208, 1.26051)
H (0.15566, -1.30586, -5.40940)
C (1.91609, 1.79504, 4.62889)
O (-3.63105, 6.03780, 0.18820)
H (6.80311, -1.67775, 3.90084)
H (-1.90147, -1.45508, -6.76070)
H (-1.64189, -3.10628, 0.73460)
H (2.75622, -1.25574, -0.48761)
C (1.51482, 6.53330, -2.87541)
H (-0.23013, 4.90852, -6.69017)
H (1.06226, 1.82884, 0.00307)
O (3.46616, -2.09701, -3.77168)
H (1.87614, 7.01647, -1.95624)
O (-2.89040, -1.65164, -1.72211)
H (-3.46284, 3.76177, 1.60783)
H (-2.27087, -4.80175, 2.04526)
O (-4.18739, 1.51644, -1.62661)
H (3.67829, -0.08967, -3.67761)
C (-3.26022, 2.41139, -1.12522)
H (2.70651, -0.84628, 1.22062)
O (-0.22525, -0.54735, -5.91146)
H (4.26168, -0.90611, -2.29320)
H (-4.10602, -2.14355, 6.65768)
H (-0.10534, 3.20847, -1.44781)
H (-2.71276, -0.99381, 6.68561)
H (-2.13465, 2.69752, 2.60835)
H (1.60407, -2.08626, -3.91518)
C (6.37021, -3.91347, -2.97378)
H (-3.98666, -0.77919, -3.20475)
H (-0.34940, 3.18239, -6.75214)
C (2.64010, -0.42797, 0.21668)
H (-1.54331, -1.49474, -0.56829)
H (6.58547, -4.17258, -4.05006)
C (0.46220, 3.73742, -0.71550)
O (1.36530, 0.19122, 0.02028)
H (4.19497, -1.53767, 2.84651)
H (-4.28906, -1.18442, 1.10773)
H (0.18727, 0.15651, -3.20494)
O (-0.12948, 4.07213, -4.88777)
H (-3.77758, -5.93629, 3.63045)
H (2.16502, 5.73895, -3.24117)
H (-4.13928, 6.80010, 0.45949)
H (3.45520, 0.27897, 0.04640)
H (-2.76826, -3.35379, 4.16059)
H (0.82459, 1.87561, -3.34237)
H (1.51991, 7.34704, -3.60110)
H (-0.05119, -2.54084, -2.38354)
O (-0.96643, 1.60203, -4.26682)
O (0.67791, -2.17460, -4.15190)
H (-3.48944, -5.45359, 5.30945)
O (3.05034, 4.06939, 1.69051)
H (-3.27857, -4.24863, 0.29411)
H (-5.93592, -3.42182, 0.01885)
H (5.36113, -0.96151, 4.66859)
H (-0.43993, -1.68848, -7.60307)
H (-1.61384, -7.15960, 0.73768)
C (-0.19999, 4.05278, 3.08644)
H (-3.40422, -1.36264, 4.12929)
H (-0.85481, -3.43944, -3.70983)
O (5.15650, -1.52209, 2.72419)
O (4.94194, -4.30974, -2.86313)
H (-0.06961, 5.57162, -3.44962)
O (2.50842, -1.45183, 3.89653)
C (-0.78755, -2.45448, 1.00471)
H (6.94121, -4.52483, -2.31728)
C (-3.80839, -0.19964, 1.23540)
H (-2.87219, 3.08731, -1.93804)
H (-5.39717, -5.13917, 0.07320)
H (-2.11596, 7.11145, -0.71620)
H (1.94565, -0.66965, 3.72459)
H (-3.40035, 4.63069, 3.13081)
O (-2.31463, -5.36618, 1.21632)
H (5.22315, 3.93263, 1.71187)
H (-0.99844, -1.86515, 1.92685)
H (0.15668, -2.93883, 1.09145)
H (-2.78686, -1.98117, -3.71261)
C (-5.13553, -4.11145, 0.33503)
H (-2.34548, 1.96509, -0.72300)
H (1.25480, 4.35183, -1.13997)
H (-0.84008, -6.55193, 2.24673)
H (-0.59105, 1.36068, -2.26934)
C (4.31479, 4.01650, 1.07333)
C (4.26808, -3.65764, 0.63941)
H (1.39318, 2.69058, 4.99187)
H (-0.63236, 4.00884, 4.09403)
H (2.20958, 1.26489, 5.53065)
H (0.83449, 4.41941, 3.01022)
H (2.03021, -3.02138, 5.16075)
C (0.10282, 4.02461, -6.28378)
H (-5.08909, -4.08819, 1.42659)
H (0.60310, -0.47539, -0.08887)
O (-0.69838, -1.54295, -0.13195)
H (-3.06872, -0.01957, 0.45808)
H (-4.46169, 0.64027, 1.16243)
C (4.25832, -0.95565, -3.37548)
O (-3.01146, 2.58008, 3.06965)
H (4.37689, 4.94752, 0.47218)
O (-2.64594, -4.27825, 3.79825)
H (1.91510, -1.39176, 5.88544)
H (-3.54856, 6.67099, -1.79116)
H (-2.32532, -0.36185, -3.11710)
H (-3.72272, 3.01283, -0.29137)
C (-0.94698, -0.94263, -7.03546)
C (-3.67680, -5.08234, 4.25248)
H (0.06143, 2.89170, 1.59606)
H (4.00497, -2.83786, -3.53805)
H (6.50638, -2.87670, -2.77013)
O (-3.03098, -1.84486, 4.88483)
H (5.70354, -2.44638, 1.19585)
H (2.78358, 2.19905, 4.16365)
C (1.75648, -2.02386, 4.98199)
H (4.33856, 3.19030, 0.38523)
H (0.79467, -3.90878, -3.11658)
H (4.31448, -4.72542, 0.50470)
H (-4.77006, 3.64541, 2.74234)

The value obtained for the gap between HOMO and LUMO is 10.367 eV. As for the LUMO energy: 0.58 eV. The HOMO energy is -9.8 eV. The energy relative to the best compared isomer or geometry (same formula, charge and spin) comes out at 0.0 kcal per mole.

---

Question: The lowest energy relative to the best compared isomer or geometry (same formula, charge and spin) belongs to which entry?
Answer: C25H100O25

---

Question: The lowest energy relative to the best compared isomer or geometry (same formula, charge and spin) belongs to which entry?
Answer: C25H100O25